1.
{
  "formula": "C3H12NO2",
  "method": "ωB97M-V/def2-TZVPD",
  "e_homo_ev": -14.296,
  "e_tot_ev": -8884.38590,
  "lumo_energy_ev": -3.1,
  "e_above_lowest_ev": 0.4882,
  "total_charge": 1,
  "max_force_ev_per_a": 0.81,
  "orbital_gap_ev": 11.211,
  "symbols": ["C", "C", "C", "N", "H", "H", "H", "H", "H", "H", "H", "H", "H", "H", "O", "H", "H", "O"],
  "positions_angstrom": [[-1.09, -0.16, -1.72], [-1.44, 0.54, -0.44], [-2.49, 0.26, 0.31], [-0.42, 1.49, 0.00], [-0.30, -0.89, -1.55], [-0.78, 0.51, -2.53], [-1.96, -0.69, -2.11], [-2.71, 0.72, 1.27], [-3.19, -0.46, -0.09], [-0.30, 2.29, -0.64], [-0.61, 1.91, 0.91], [0.54, 1.01, 0.04], [1.81, -0.71, 0.41], [2.60, 0.53, 0.31], [1.84, 0.13, -0.11], [2.19, -2.07, 2.52], [2.94, -2.65, 1.33], [2.38, -1.91, 1.59]],
  "nbo_charge": [-0.668, 0.137, -0.359, -0.725, 0.243, 0.235, 0.253, 0.221, 0.238, 0.431, 0.430, 0.470, 0.525, 0.497, -0.956, 0.499, 0.500, -0.973]
}

***

2.
{
  "formula": "C3H12NO2",
  "method": "ωB97M-V/def2-TZVPD",
  "e_homo_ev": [-18.229, -18.212],
  "e_tot_ev": -8868.79970,
  "multiplicity": 2,
  "s_squared": 0.753,
  "lumo_energy_ev": [-10.2, -14.4],
  "e_above_lowest_ev": 2.0063,
  "total_charge": 2,
  "max_force_ev_per_a": 5.70,
  "orbital_gap_ev": [8.061, 3.793],
  "symbols": ["C", "C", "C", "N", "H", "H", "H", "H", "H", "H", "H", "H", "H", "H", "O", "H", "H", "O"],
  "positions_angstrom": [[-0.55, -0.13, 2.55], [-0.40, 0.96, 1.49], [-1.20, 1.82, 0.85], [0.87, 0.95, 0.63], [-0.24, -1.11, 2.18], [0.11, 0.00, 3.52], [-1.68, -0.19, 2.78], [-0.87, 2.08, -0.17], [-2.22, 2.14, 1.12], [1.68, 0.91, 1.28], [0.97, 1.91, 0.27], [1.10, 0.22, -0.13], [0.66, -1.02, -1.80], [1.22, -2.18, -0.90], [1.18, -1.20, -1.00], [-0.26, -2.23, -4.02], [-1.17, -1.41, -3.06], [-0.24, -1.50, -3.37]],
  "mulliken_spin": [0.034, 0.346, 0.398, 0.028, 0.027, 0.077, 0.001, 0.026, 0.021, 0.000, 0.009, 0.014, 0.000, 0.000, 0.016, 0.000, 0.000, 0.002]
}

***

3.
{
  "formula": "C3H12NO2S",
  "method": "ωB97M-V/def2-TZVPD",
  "e_homo_ev": -2.844,
  "e_tot_ev": -19727.02913,
  "lumo_energy_ev": 2.8,
  "e_above_lowest_ev": 0.7774,
  "total_charge": -1,
  "max_force_ev_per_a": 1.13,
  "orbital_gap_ev": 5.609,
  "symbols": ["C", "C", "C", "S", "N", "H", "H", "H", "H", "H", "H", "H", "H", "H", "H", "O", "H", "H", "O"],
  "positions_angstrom": [[1.30, -1.32, 2.47], [1.32, -0.09, 1.57], [2.20, -0.23, 0.34], [1.49, -1.29, -1.00], [-0.08, 0.28, 1.23], [0.65, -2.14, 2.16], [0.81, -1.05, 3.42], [2.31, -1.68, 2.62], [1.71, 0.74, 2.17], [2.32, 0.75, -0.14], [3.22, -0.51, 0.57], [-0.04, 0.49, 0.23], [-0.65, -0.55, 1.25], [0.32, 0.56, -2.22], [0.40, 0.05, -3.61], [0.04, 0.80, -3.13], [-6.26, 2.55, 0.84], [-6.39, 3.27, -0.50], [-6.38, 2.39, -0.10]],
  "nbo_charge": [-0.615, -0.064, -0.532, -0.740, -0.855, 0.209, 0.187, 0.201, 0.156, 0.182, 0.183, 0.367, 0.349, 0.494, 0.466, -0.988, 0.468, 0.466, -0.934]
}

***

4.
{
  "formula": "C3H12NO2S",
  "method": "ωB97M-V/def2-TZVPD",
  "e_homo_ev": -3.020,
  "e_tot_ev": -19726.82499,
  "lumo_energy_ev": 3.8,
  "e_above_lowest_ev": 0.9816,
  "total_charge": -1,
  "max_force_ev_per_a": 1.55,
  "orbital_gap_ev": 6.775,
  "symbols": ["C", "C", "C", "S", "N", "H", "H", "H", "H", "H", "H", "H", "H", "H", "H", "O", "H", "H", "O"],
  "positions_angstrom": [[1.42, -1.79, -1.25], [0.46, -0.96, -2.14], [-1.01, -1.10, -1.72], [-1.39, -0.60, -0.01], [0.97, 0.42, -2.18], [0.93, -1.85, -0.27], [2.44, -1.43, -1.31], [1.75, -2.81, -1.52], [0.42, -1.43, -3.12], [-1.65, -0.56, -2.43], [-1.33, -2.14, -1.72], [0.39, 0.90, -2.84], [0.78, 0.70, -1.21], [-0.45, 0.97, 1.65], [-0.95, 2.16, 1.19], [-0.21, 1.91, 1.77], [1.12, 2.46, 3.64], [0.97, 1.13, 4.29], [0.96, 2.08, 4.51]],
  "nbo_charge": [-0.660, -0.069, -0.527, -0.758, -0.854, 0.245, 0.208, 0.190, 0.162, 0.176, 0.190, 0.340, 0.380, 0.498, 0.476, -0.996, 0.485, 0.466, -0.952]
}

***

5.
{
  "formula": "C3H12NO3",
  "method": "ωB97M-V/def2-TZVPD",
  "e_homo_ev": [-17.613, -17.604],
  "e_tot_ev": -10916.66539,
  "multiplicity": 2,
  "s_squared": 0.756,
  "lumo_energy_ev": [-11.0, -13.8],
  "e_above_lowest_ev": 0.6492,
  "total_charge": 2,
  "max_force_ev_per_a": 1.57,
  "orbital_gap_ev": [6.626, 3.791],
  "symbols": ["C", "C", "C", "N", "H", "H", "H", "H", "H", "H", "H", "H", "O", "H", "H", "O", "H", "H", "O"],
  "positions_angstrom": [[0.18, -1.83, 0.11], [0.98, -2.69, -0.61], [-0.82, 0.28, 0.39], [-0.02, -0.53, -0.27], [-0.38, -2.23, 0.95], [1.45, -2.32, -1.52], [0.93, -3.75, -0.41], [-0.87, 1.30, 0.03], [-1.28, 0.05, 1.36], [0.56, -0.10, -1.04], [2.55, 1.29, -1.27], [1.67, 1.59, -2.36], [1.61, 1.19, -1.50], [-1.07, 1.30, 4.54], [-0.37, -0.01, 4.60], [-0.83, 0.58, 3.97], [-0.68, 1.83, -2.53], [-2.15, 2.24, -2.48], [-1.45, 1.81, -1.95]],
  "mulliken_spin": [0.372, 0.408, 0.098, 0.033, 0.005, 0.036, 0.021, 0.016, 0.012, -0.009, 0.000, 0.000, 0.001, 0.000, 0.000, 0.001, 0.000, 0.000, 0.007]
}

***

6.
{
  "formula": "C3H12NO3S",
  "method": "ωB97M-V/def2-TZVPD",
  "e_homo_ev": -4.722,
  "e_tot_ev": -21774.41454,
  "lumo_energy_ev": 3.2,
  "e_above_lowest_ev": 0.1338,
  "total_charge": -1,
  "max_force_ev_per_a": 2.25,
  "orbital_gap_ev": 7.926,
  "symbols": ["C", "O", "C", "C", "S", "N", "H", "H", "H", "H", "H", "H", "H", "H", "H", "H", "O", "H", "H", "O"],
  "positions_angstrom": [[0.05, -1.76, 0.22], [0.74, -1.98, -0.99], [-0.29, -0.30, 0.46], [-1.12, -0.12, 1.71], [-1.96, 1.48, 1.96], [-0.89, 0.33, -0.70], [-0.78, -2.49, 0.28], [0.71, -2.11, 1.04], [0.67, 0.21, 0.57], [-0.50, -0.33, 2.58], [-1.93, -0.84, 1.71], [-1.16, 2.17, 1.13], [-1.84, 0.06, -0.85], [-0.24, 0.29, -1.46], [1.78, 1.67, -1.04], [0.47, 2.27, -0.42], [1.37, 2.52, -0.68], [1.14, -1.02, -1.25], [2.08, -0.19, -2.53], [1.68, 0.15, -1.72]],
  "nbo_charge": [-0.057, -0.809, -0.114, -0.500, -0.094, -0.894, 0.133, 0.128, 0.213, 0.209, 0.197, 0.145, 0.348, 0.429, 0.520, 0.459, -1.026, 0.488, 0.442, -1.216]
}

***

7.
{
  "formula": "C3H12NO4",
  "method": "ωB97M-V/def2-TZVPD",
  "e_homo_ev": -4.934,
  "e_tot_ev": -12985.79089,
  "lumo_energy_ev": 4.1,
  "e_above_lowest_ev": 1.1052,
  "total_charge": -1,
  "max_force_ev_per_a": 3.34,
  "orbital_gap_ev": 9.014,
  "symbols": ["C", "O", "C", "C", "O", "N", "H", "H", "H", "H", "H", "H", "H", "H", "H", "H", "O", "H", "H", "O"],
  "positions_angstrom": [[-1.30, -1.37, 0.31], [-1.32, -1.46, -1.10], [-0.22, -0.35, 0.81], [-0.79, 1.13, 0.52], [-0.01, 2.30, 0.67], [0.23, -0.50, 2.16], [-1.12, -2.34, 0.75], [-2.29, -0.96, 0.63], [0.62, -0.76, 0.20], [-1.31, 1.12, -0.46], [-1.61, 1.25, 1.24], [0.87, 1.87, 0.27], [1.22, -0.31, 2.37], [-0.30, 0.22, 2.71], [-0.34, -1.44, -1.39], [1.02, -1.00, -2.84], [1.10, -1.02, -1.88], [1.31, 0.00, -1.29], [2.58, 1.13, -1.31], [1.70, 1.19, -0.93]],
  "nbo_charge": [-0.054, -0.794, -0.119, -0.080, -0.787, -0.854, 0.151, 0.137, 0.220, 0.168, 0.133, 0.521, 0.364, 0.341, 0.503, 0.456, -1.114, 0.511, 0.446, -1.150]
}

***

8.
{
  "formula": "C3H12NOS",
  "method": "ωB97M-V/def2-TZVPD",
  "e_homo_ev": -12.413,
  "e_tot_ev": -17672.02189,
  "lumo_energy_ev": -3.3,
  "e_above_lowest_ev": 0.4305,
  "total_charge": 1,
  "max_force_ev_per_a": 1.63,
  "orbital_gap_ev": 9.071,
  "symbols": ["C", "C", "C", "S", "N", "H", "H", "H", "H", "H", "H", "H", "H", "H", "H", "H", "H", "O"],
  "positions_angstrom": [[0.28, 0.42, -1.02], [-0.14, -0.52, 0.11], [-0.53, -1.90, -0.40], [-1.80, -1.80, -1.75], [0.27, 1.82, -0.50], [-0.31, 0.30, -1.91], [1.31, 0.19, -1.25], [0.74, -0.66, 0.73], [-1.04, -0.18, 0.63], [0.26, -2.60, -0.68], [-1.09, -2.41, 0.40], [-2.61, -2.72, -1.23], [-0.60, 2.37, -0.64], [1.05, 2.38, -0.84], [0.42, 1.78, 0.53], [2.05, 1.19, 2.61], [0.59, 1.06, 2.97], [1.17, 1.29, 2.22]],
  "nbo_charge": [-0.230, -0.441, -0.506, -0.075, -0.690, 0.243, 0.224, 0.239, 0.222, 0.231, 0.241, 0.155, 0.445, 0.441, 0.475, 0.504, 0.500, -0.979]
}